# 1
C6H9NO2 | ωB97M-V/def2-TZVPD

```
18
Properties=species:S:1:pos:R:3:forces:R:3:lowdin_charge:R:1
C 1.684685 -0.810378 -1.944772 0.0 -0.3 0.1 -0.0281
C 0.558007 -1.209907 -1.370604 0.4 -0.4 3.0 -0.0753
C 0.053735 -0.822295 0.220122 1.4 -3.0 -5.7 -0.3467
C -0.164704 -1.864447 1.009726 0.2 0.5 1.0 0.0421
N -0.455754 0.395300 0.023292 -4.4 3.5 5.5 -0.0232
C 0.358035 1.547428 -0.370201 0.0 0.1 -0.1 -0.0747
C -1.483097 0.773458 1.394816 -0.1 0.1 -1.0 -0.3416
O -2.138430 0.050746 2.118056 1.8 0.1 -1.8 0.0891
O -1.648900 2.117310 1.529822 0.5 -0.5 -0.4 0.0656
H 2.308201 -0.019032 -1.546640 0.0 -0.1 0.2 0.0468
H 2.086090 -1.342590 -2.805784 -0.3 0.4 -0.2 0.0544
H -0.044969 -2.015213 -1.781733 0.1 0.1 0.0 0.0878
H 0.226416 -2.844606 0.766241 0.0 0.2 -0.2 0.0635
H -0.667214 -1.739013 1.961752 0.0 -0.1 -0.1 0.0486
H -0.103244 2.483590 -0.056993 -0.1 -0.3 0.2 0.0780
H 1.357651 1.492872 0.066622 0.0 0.1 -0.2 0.0934
H 0.383199 1.594917 -1.460509 0.3 -0.2 0.1 0.0858
H -2.309705 2.211860 2.246787 0.4 -0.1 -0.4 0.1345
```
Forces are in eV/Å.

For the HOMO energy, the calculation gives -0.31417 Ha. As for the multiplicity: 1. Its SMILES is C=CC(=C)N(C)C(=O)O. Its LUMO energy is 0.6 eV. The value obtained for the gap between HOMO and LUMO is 9.126 eV. Its relative energy (zero: lowest compared OMol25 entry of this formula, charge and spin) is 365.6 kJ/mol.


# 2
C31H49ClDyO2P2 | ωB97M-V/def2-TZVPD

```
86
Properties=species:S:1:pos:R:3:forces:R:3:lowdin_charge:R:1
Dy 0.159744 0.141809 0.094817 -1.5 -0.7 -4.2 1.0312
C 2.217793 0.683409 0.920078 0.6 -0.1 3.4 -0.3359
C 1.305436 1.782817 1.215858 1.3 1.2 2.5 -0.3219
C 0.403993 -0.084558 2.315674 2.7 0.5 1.8 -0.3297
C 1.691606 -0.457009 1.664857 1.1 0.4 2.4 -0.2924
C 0.179190 1.331474 2.064555 2.5 0.3 2.3 -0.3049
C 3.653159 0.818919 0.378532 -1.1 0.0 0.0 -0.0145
H 3.718794 1.585659 -0.392417 0.0 0.0 0.0 0.0745
H 4.017396 -0.109014 -0.054101 -0.1 -0.1 0.0 0.0599
H 4.336732 1.097236 1.180364 -0.1 0.0 0.1 0.0987
C 2.449258 -1.764670 1.959003 -0.5 0.6 -0.2 -0.0101
H 3.374509 -1.846829 1.394332 0.0 0.2 -0.1 0.0719
H 1.848087 -2.649203 1.761289 0.0 0.3 0.0 0.0360
H 2.723421 -1.800021 3.012918 0.0 0.2 0.1 0.0989
C -0.350689 -0.955662 3.334680 0.4 0.3 -0.9 -0.0006
H -0.013318 -0.741202 4.348237 0.1 0.2 0.0 0.0974
H -0.188562 -2.017386 3.150835 0.1 0.1 -0.1 0.0812
H -1.423261 -0.779835 3.294668 -0.1 0.1 0.0 0.0603
C -0.622413 2.148381 3.112983 0.3 -0.4 -0.7 -0.0155
H 0.016647 2.324213 3.978384 0.2 -0.1 0.0 0.0970
H -1.477743 1.588497 3.486319 0.0 -0.1 -0.1 0.0631
H -0.989113 3.124374 2.816384 0.0 0.1 -0.5 0.0719
C 1.948791 3.184707 1.328952 -0.6 -0.5 -0.2 -0.0105
H 2.694595 3.154394 2.123361 0.1 -0.3 0.1 0.0945
H 1.263846 3.970817 1.637043 -0.3 0.0 -0.3 0.0702
H 2.493187 3.480391 0.437020 -0.2 0.1 -0.2 0.0678
C -0.494513 2.676632 -2.619547 0.9 1.2 -0.6 -0.1192
C 0.645103 3.209367 -2.137187 -0.9 0.3 -1.4 -0.1120
C 0.995570 4.675496 -2.278156 0.1 -0.5 -0.4 -0.1601
C 0.154490 5.528495 -1.314851 -0.5 -0.1 0.5 -0.1471
C -0.836762 4.703717 -0.475293 -0.1 1.8 -1.0 -0.1046
C -1.960972 4.238892 -0.997502 -0.7 1.2 -1.1 -0.1103
C -2.332839 4.406451 -2.471598 0.0 0.2 0.7 -0.1575
C -1.528938 3.477941 -3.392937 0.5 -0.4 -0.2 -0.1638
H 0.828089 4.996063 -3.306717 -0.1 0.0 0.0 0.1117
H -0.401988 6.259323 -1.900086 -0.3 -0.1 -0.1 0.1052
H 2.064375 4.813987 -2.115807 0.0 0.0 0.2 0.1079
H -1.037077 4.056353 -4.175265 0.1 0.1 0.0 0.1118
H -0.841596 1.676868 -2.498975 0.4 -1.1 0.4 0.0605
H 1.401369 2.699598 -1.600126 0.4 -1.2 0.6 0.0690
H -2.185978 2.792576 -3.928112 0.0 -0.1 0.1 0.1062
H -3.407618 4.305042 -2.612064 0.0 -0.4 0.1 0.1071
H -2.783938 3.968559 -0.383524 -0.4 -0.7 0.8 0.0904
H -2.158844 5.438053 -2.773145 0.3 0.2 0.1 0.1064
H 0.766298 6.179728 -0.695557 0.3 -0.4 0.3 0.1077
H -0.765126 4.789070 0.575625 0.3 -0.3 1.1 0.0808
P 1.203253 -1.022949 -1.705510 4.9 -4.8 -6.6 0.8163
C 2.384814 -2.441793 -1.253199 -0.4 0.1 0.2 -0.2008
H 2.680333 -2.993776 -2.144899 -0.2 0.3 -0.2 0.0577
H 1.937246 -3.161962 -0.572649 -0.1 0.2 0.0 0.0217
H 3.296564 -2.057769 -0.806072 0.0 0.2 0.1 0.0307
C 0.214867 -2.003380 -2.991323 -0.5 0.5 0.6 -0.2090
H 0.871752 -2.603013 -3.621039 0.3 0.2 0.2 0.0555
H -0.344924 -1.331081 -3.640682 0.0 0.2 0.0 0.0394
H -0.490408 -2.672448 -2.499026 0.0 0.1 0.1 0.0179
C 2.458562 -0.305563 -2.946292 -0.6 0.3 0.4 -0.2302
H 1.972652 0.373231 -3.646668 -0.1 0.1 0.1 0.0381
H 2.918015 -1.096168 -3.539185 -0.2 -0.2 0.2 0.0483
H 3.253395 0.230796 -2.429922 0.0 0.1 0.1 0.0256
P -2.171102 0.039726 0.028347 -11.0 -2.0 1.3 0.8505
C -3.242860 0.822779 1.413166 0.4 1.3 -0.4 -0.2325
H -4.270419 0.954026 1.072694 0.1 -0.1 -0.2 0.0573
H -2.875548 1.786533 1.749424 0.0 0.3 -0.3 0.0123
H -3.262493 0.213051 2.316152 0.2 -0.3 -0.3 0.0401
C -3.310849 -0.028665 -1.498849 0.3 0.9 0.0 -0.2208
H -3.640720 0.955929 -1.793753 0.2 0.5 -0.3 0.0291
H -4.235515 -0.580860 -1.335393 0.3 -0.2 0.5 0.0523
H -2.796653 -0.502742 -2.334089 0.2 0.0 0.0 0.0414
C -3.078103 -1.568784 0.591900 0.9 -1.1 0.0 -0.2437
H -4.154078 -1.432673 0.710291 0.2 0.8 -0.1 0.0582
H -2.699907 -1.921024 1.552116 0.2 0.0 -0.1 0.0447
H -2.956736 -2.367157 -0.141329 0.3 0.2 0.1 0.0310
Cl 0.461345 -8.672447 3.180675 -0.1 0.6 -0.3 0.6646
C 0.205071 -7.151089 2.345583 -0.1 0.2 -0.1 -0.6417
C -1.074034 -6.783920 1.925958 0.2 0.3 -0.1 -0.0822
C -1.273621 -5.572756 1.252956 0.6 -0.1 0.3 -0.0038
C -0.200265 -4.692151 1.004823 0.5 -0.5 0.7 -0.1240
C 1.090031 -5.099495 1.416784 -1.0 -0.5 0.2 -0.0207
C 1.285605 -6.313036 2.081834 -0.2 0.1 -0.2 -0.0909
C -0.492241 -3.421581 0.267903 -2.2 1.8 -3.2 -0.4670
O -1.317233 -3.551450 -0.728100 2.8 0.6 3.1 -0.0547
O 0.031887 -2.227508 0.613352 -1.3 -2.2 -1.0 -0.2636
H -1.914466 -7.437508 2.118593 0.0 0.0 0.0 0.1084
H -2.277509 -5.314906 0.940172 0.1 0.1 -0.1 0.1185
H 1.978781 -4.546253 1.201641 0.2 0.5 -0.1 0.0886
H 2.285320 -6.604084 2.379815 -0.1 0.0 0.0 0.1087
```
Forces are in eV/Å.

For the HOMO energy (spin up / spin down), the calculation gives -0.40306 / -0.40300 Ha. As for the multiplicity: 6. Its total charge is +1. Its LUMO energy (spin up / spin down) is -3.8 / -3.5 eV. The value obtained for the gap between HOMO and LUMO (spin up / spin down) is 7.194 / 7.456 eV.


Q: Which formula does entry 1 have?
A: C6H9NO2


Q: What is the multiplicity in the first record?
A: 1


Q: Among the records above, which one has the highest multiplicity?
A: C31H49ClDyO2P2


Q: What is the multiplicity in the first record?
A: 1